Record 1
Here is a 2-piece molecular cluster, H7N5S2 overall from the Open Molecules 2025 dataset. Energies are from ωB97M-V/def2-TZVPD.

Structure (XYZ):
```
14
Properties=species:S:1:pos:R:3:forces:R:3
N 2.315 -0.510 -0.228 -0.898 -4.162 -2.101
N -0.742 0.286 -1.362 -2.025 0.894 -2.746
N 4.632 0.484 -0.175 5.284 -0.041 -1.316
N -1.088 -1.184 0.530 -0.363 0.225 -0.733
N -1.280 1.503 0.763 0.470 -1.441 -0.778
S 3.208 0.659 0.238 -2.011 4.939 3.447
S -1.809 0.350 -0.150 0.755 -0.196 2.095
H 1.422 -0.156 -0.004 -1.959 0.062 0.549
H -1.095 0.213 -2.321 -0.016 0.171 0.827
H 5.151 -0.214 -0.665 -0.325 -0.774 -0.300
H 0.131 -0.101 -1.265 2.153 -1.102 0.541
H -1.303 -1.920 -0.157 0.172 0.352 0.348
H -1.403 -1.531 1.439 -0.294 0.720 -0.212
H -2.042 2.007 1.152 -0.943 0.354 0.378
```
Forces are in eV/Å.

Output
Orbital gap (spin up / spin down), eV: 7.44 / 6.58
Total charge: 0
HOMO energy (spin up / spin down), eV: -6.8422 / -9.0642
Max |F|, Eh/bohr: 0.123
2S+1: 3
Electronic energy, eV: -29227.968
Relative energy (zero: lowest compared OMol25 entry of this formula, charge and spin), kcal/mol: 3.9


Record 2
Here is a 2-piece molecular cluster, C35H39N4O2 overall from the Open Molecules 2025 dataset. Energies are from ωB97M-V/def2-TZVPD.

Structure (XYZ):
```
80
Properties=species:S:1:pos:R:3:forces:R:3
C 4.028 -3.624 -3.177 0.235 -0.192 0.441
C 5.140 -2.611 -3.465 0.072 -0.197 -0.443
N 4.769 -1.300 -2.994 -0.185 -0.040 -0.087
C 5.739 -0.262 -2.729 0.412 0.296 0.384
C 4.895 0.894 -2.136 0.617 0.604 -0.170
C 3.544 0.298 -1.937 -1.212 -0.218 1.183
C 2.410 0.728 -1.267 0.403 -0.431 -1.357
C 1.195 -0.049 -1.343 0.754 -0.174 0.307
C -0.075 0.604 -1.167 -1.349 -1.439 -2.116
C -1.388 0.030 -1.168 0.399 0.631 0.742
C -2.449 0.904 -1.596 -0.636 -0.614 -0.700
C -3.624 0.358 -2.066 1.054 0.292 0.958
C -3.802 -1.034 -2.005 0.437 -0.224 -0.992
N -4.939 -1.407 -2.621 0.079 0.078 0.301
C -5.452 -2.749 -2.557 -0.069 -0.356 0.412
C -4.278 -3.723 -2.612 0.053 -0.036 -0.407
C -3.111 -3.384 -1.669 0.166 -0.639 0.452
C -2.830 -1.924 -1.512 0.413 0.825 0.856
C -1.686 -1.350 -0.942 -0.926 -0.025 -0.784
C -5.743 -0.266 -3.011 -0.486 0.479 0.091
C -4.814 0.948 -2.739 -0.628 0.526 -0.463
C 1.266 -1.348 -1.938 0.717 0.280 -0.235
C 2.423 -1.807 -2.579 -0.302 0.687 0.854
C 3.555 -0.986 -2.506 -0.264 -0.084 -0.180
C 2.610 -3.064 -3.356 -0.050 -0.331 -0.271
H 4.184 -4.496 -3.819 -0.082 0.104 0.134
H 4.154 -3.956 -2.139 -0.155 -0.031 -0.144
H 6.074 -2.914 -2.955 -0.343 0.053 -0.269
H 5.343 -2.571 -4.551 0.034 0.016 0.340
H 6.487 -0.606 -1.996 -0.104 -0.071 -0.237
H 6.270 0.029 -3.644 -0.096 -0.041 0.181
H 5.332 1.305 -1.222 -0.043 -0.089 -0.107
H 4.856 1.707 -2.866 -0.110 0.025 0.141
H 2.462 1.680 -0.756 -0.304 0.020 0.037
H -0.110 1.497 -1.827 0.027 0.130 1.516
H -2.326 1.986 -1.596 0.280 -0.235 -0.150
H -6.019 -2.909 -1.616 0.067 0.171 -0.390
H -6.133 -2.897 -3.408 0.180 -0.058 0.308
H -4.640 -4.728 -2.387 0.067 0.065 -0.082
H -3.910 -3.734 -3.645 -0.017 -0.019 0.117
H -3.278 -3.861 -0.694 0.042 0.129 -0.080
H -2.206 -3.835 -2.084 -0.092 -0.179 0.133
H -0.997 -1.949 -0.361 0.187 -0.152 -0.285
H -6.055 -0.347 -4.064 0.172 0.016 0.286
H -6.665 -0.198 -2.407 0.266 -0.148 -0.118
H -5.315 1.709 -2.134 0.063 -0.096 -0.086
H -4.537 1.415 -3.688 0.042 0.048 0.131
H 0.362 -1.940 -1.980 0.089 0.001 -0.226
H 2.458 -2.853 -4.424 -0.119 -0.066 0.116
H 1.871 -3.801 -3.044 0.006 -0.128 -0.158
C 3.259 0.504 3.922 -0.340 -0.126 -0.234
O 1.905 0.666 3.430 0.629 -0.807 0.637
C 0.943 0.541 4.389 0.107 0.830 0.183
C -0.293 1.156 4.070 0.377 1.068 1.311
N -0.340 2.053 2.924 -0.449 0.585 -1.327
C -0.115 1.843 1.535 0.449 0.623 1.118
N 0.028 3.133 1.061 -0.466 -0.325 1.800
C 0.376 3.550 -0.263 0.285 0.130 -0.637
C -0.167 4.084 2.058 -0.035 -0.196 0.158
C -0.432 3.434 3.200 0.631 -0.473 -0.394
C -1.097 1.515 5.215 0.345 0.009 0.518
O -2.174 2.329 5.013 -0.151 -0.139 0.306
C -2.755 3.016 6.156 0.422 -0.467 -0.506
C -0.682 1.233 6.541 -0.222 0.230 -0.563
C 0.529 0.588 6.776 -0.616 -0.323 -0.188
C 1.286 0.142 5.708 0.044 0.186 -0.211
H 3.897 0.688 3.068 0.051 0.035 -0.135
H 3.489 1.221 4.721 -0.209 -0.082 -0.209
H 3.450 -0.510 4.303 -0.121 0.239 -0.265
H 0.637 2.648 -0.796 0.118 0.464 -0.129
H -0.445 4.069 -0.770 -0.082 -0.218 0.083
H 1.232 4.246 -0.302 -0.226 -0.362 0.404
H -0.042 5.133 1.874 -0.125 0.189 -0.042
H -0.621 3.819 4.184 0.077 -0.008 -0.042
H -3.468 3.707 5.722 -0.058 0.047 -0.006
H -3.272 2.317 6.820 0.057 0.034 -0.129
H -1.992 3.563 6.727 -0.129 -0.123 -0.231
H -1.273 1.606 7.384 0.301 -0.283 -0.470
H 0.870 0.461 7.809 -0.123 -0.158 -0.487
H 2.224 -0.368 5.918 -0.295 0.257 -0.197
```
Forces are in eV/Å.

Output
Orbital gap, eV: 5.79
Total charge: +1
HOMO energy, eV: -9.4581
Max |F|, Eh/bohr: 0.056
Electronic energy, eV: -46973.743
Relative energy (zero: lowest compared OMol25 entry of this formula, charge and spin), kcal/mol: 49.0


Record 3
Here is a single C18H22N4O5S molecule from the Open Molecules 2025 dataset. Energies are from ωB97M-V/def2-TZVPD.

Structure (XYZ):
```
50
Properties=species:S:1:pos:R:3:forces:R:3
C 0.898 2.997 1.733 0.061 -0.084 -0.456
C 0.405 3.010 0.294 -0.456 0.099 0.441
O 1.431 2.522 -0.574 0.308 -0.018 -0.061
C 1.246 1.329 -1.151 -0.059 -0.029 -0.344
O 0.227 0.679 -1.100 -0.278 -0.027 0.070
N 2.335 0.950 -1.884 0.056 0.139 -0.041
C 3.618 1.592 -1.706 0.114 0.085 0.081
C 4.325 0.976 -0.485 0.091 0.240 0.143
N 3.859 -0.390 -0.298 0.066 0.228 -0.282
C 3.501 -0.773 0.948 0.120 -0.240 0.269
O 3.695 -0.068 1.915 0.054 0.020 0.282
C 2.959 -2.183 1.156 -0.545 0.042 0.098
S 1.485 -2.676 0.203 0.195 -0.472 -0.116
C 0.365 -1.493 0.764 0.272 0.410 0.563
N 0.569 -0.557 1.637 1.062 -1.027 -0.377
N -0.590 0.114 1.737 -1.692 0.505 -0.133
C -1.439 -0.438 0.924 0.763 0.364 0.697
C -2.800 -0.026 0.682 -0.593 -0.068 -0.337
C -3.307 1.089 1.353 0.064 -0.053 -0.024
C -4.604 1.486 1.109 0.140 -0.024 0.042
C -5.407 0.795 0.212 -0.216 -0.175 -0.241
C -4.904 -0.316 -0.458 0.088 0.093 0.137
O -5.600 -1.067 -1.353 0.319 -0.054 0.085
C -6.929 -0.709 -1.647 -0.214 0.061 -0.042
C -3.593 -0.723 -0.218 -0.054 0.090 0.040
O -0.887 -1.498 0.281 -0.093 -0.071 -0.077
C 3.633 -1.089 -1.540 -0.072 -0.034 -0.208
C 2.447 -0.436 -2.288 -0.182 -0.178 -0.119
H 0.133 3.416 2.379 -0.096 0.059 0.119
H 1.102 1.978 2.049 0.027 -0.037 0.059
H 1.806 3.588 1.824 0.075 0.096 0.058
H -0.485 2.383 0.184 0.139 0.150 -0.031
H 0.182 4.027 -0.041 0.021 -0.153 0.002
H 4.194 1.427 -2.621 -0.020 0.063 0.035
H 3.475 2.662 -1.567 0.143 -0.107 -0.071
H 4.081 1.524 0.427 0.077 -0.047 -0.172
H 5.412 0.982 -0.621 -0.028 0.069 0.037
H 3.719 -2.923 0.900 -0.060 -0.029 -0.016
H 2.709 -2.266 2.214 0.152 0.043 -0.103
H -2.672 1.615 2.047 0.045 0.079 0.095
H -5.008 2.347 1.620 -0.024 0.065 0.044
H -6.418 1.134 0.045 -0.088 -0.004 -0.040
H -6.989 0.293 -2.083 0.002 -0.033 0.032
H -7.275 -1.439 -2.378 -0.021 0.079 0.053
H -7.565 -0.759 -0.758 0.031 0.018 -0.033
H -3.208 -1.581 -0.746 0.034 -0.101 -0.071
H 3.439 -2.145 -1.370 0.104 0.090 -0.103
H 4.547 -0.999 -2.137 -0.039 -0.097 0.037
H 2.602 -0.493 -3.370 0.013 -0.057 0.037
H 1.503 -0.927 -2.043 0.192 0.030 -0.058
```
Forces are in eV/Å.

Output
Orbital gap, eV: 8.79
Total charge: 0
HOMO energy, eV: -8.2302
Max |F|, Eh/bohr: 0.034
Electronic energy, eV: -46056.206
Relative energy (zero: lowest compared OMol25 entry of this formula, charge and spin), kcal/mol: 48.3
SMILES: CCOC(=O)N1CCN(C(=O)CSc2nnc(-c3cccc(OC)c3)o2)CC1


Record 4
Here is C12H17CaIN2 as an isolated structure from the Open Molecules 2025 dataset. Energies are from ωB97M-V/def2-TZVPD.

Structure (XYZ):
```
33
Properties=species:S:1:pos:R:3:forces:R:3
C -0.323 5.343 -0.555 0.518 -0.010 -0.062
C -1.683 5.074 0.043 -0.569 0.153 0.067
H 0.466 5.115 0.168 0.021 0.108 -0.074
H -0.219 6.387 -0.860 0.033 -0.082 0.074
H -0.133 4.731 -1.446 -0.123 0.078 0.134
H -1.787 4.029 0.339 -0.068 -0.057 -0.046
H -1.880 5.672 0.946 0.160 -0.105 -0.307
H -2.468 5.308 -0.687 0.045 -0.134 0.227
Ca 0.783 0.755 0.565 0.228 0.388 -0.343
C -0.570 0.801 -2.030 -0.524 0.186 -0.355
H -1.326 0.742 -1.198 0.618 0.074 -0.929
H -1.001 0.401 -2.973 -0.113 0.686 0.613
H -0.183 1.834 -2.165 -0.485 -0.435 -0.109
I 1.847 2.005 2.925 -0.052 0.093 0.058
N 1.826 -0.560 -0.935 -0.341 0.459 -0.445
C 1.595 -1.810 -0.475 0.814 -0.480 0.382
C 2.650 -2.744 -0.383 -1.085 -0.055 0.198
C 2.456 -3.945 0.310 -0.652 -0.136 -0.136
C 1.201 -4.304 0.818 0.202 -0.669 -0.064
C 0.088 -3.417 0.771 0.993 -0.197 -0.240
C -1.160 -3.632 1.413 -0.051 0.197 -0.046
C -2.087 -2.608 1.512 0.005 -0.731 -0.044
C -1.756 -1.340 1.030 1.544 -0.451 -0.699
N -0.564 -1.146 0.442 -1.508 0.500 -0.426
C 0.296 -2.156 0.151 0.814 0.405 1.177
H 2.496 -0.485 -1.704 0.070 -0.357 0.788
H 0.288 0.140 -1.865 -0.286 0.157 0.331
H 3.618 -2.426 -0.777 -0.258 -0.276 0.240
H 3.329 -4.589 0.455 -0.504 0.005 -0.048
H 1.054 -5.301 1.256 0.148 0.523 -0.043
H -1.344 -4.617 1.852 -0.049 0.371 -0.093
H -3.056 -2.759 1.973 0.106 -0.098 0.037
H -2.450 -0.499 1.087 0.350 -0.107 0.186
```
Forces are in eV/Å.

Output
Orbital gap, eV: 6.88
Total charge: 0
HOMO energy, eV: -7.2514
Max |F|, Eh/bohr: 0.034
Electronic energy, eV: -42241.529
Relative energy (zero: lowest compared OMol25 entry of this formula, charge and spin), kcal/mol: 0.0